6
Properties=species:S:1:pos:R:3:forces:R:3:mulliken_charge:R:1 method="wB97M-V/def2-TZVPD" smiles=N#[N+][S-].O de_lowest_kcal_mol=6.3 e_lumo_ev=0.6 gap_ev=10.321 total_charge=0 e_homo_ev=-9.6723
N 1.294 -0.122 -1.839 0.070 0.307 1.093 -0.21
N 1.485 0.449 -0.883 -1.029 -3.061 -5.334 0.29
O -1.098 -0.490 0.839 -0.010 3.022 -0.833 -0.59
S 1.772 1.283 0.302 0.966 2.768 4.261 -0.09
H -1.611 -1.232 0.984 -1.154 -3.052 0.685 0.29
H -1.842 0.111 0.597 1.157 0.016 0.129 0.31



61
Properties=species:S:1:pos:R:3:forces:R:3:mulliken_charge:R:1 method="wB97M-V/def2-TZVPD" de_lowest_kcal_mol=169.5 e_lumo_ev=2.5 gap_ev=8.548 total_charge=-1 e_homo_ev=-6.0179
C -1.523 2.510 1.998 -1.847 1.423 2.180 -0.30
N -2.875 2.216 1.549 -0.241 -2.362 -0.991 -0.16
C -3.028 1.320 0.395 -2.652 1.636 -0.426 0.65
O -3.648 0.062 0.624 4.305 -2.528 -0.433 -0.60
C -1.356 4.049 1.598 0.584 -1.285 2.092 -0.72
C -0.042 4.124 0.863 1.273 1.382 -0.152 -0.36
C -0.280 4.687 -0.531 -1.660 -4.351 0.054 -0.99
C -1.464 3.815 -1.215 0.718 5.136 -0.131 -0.57
H -1.390 2.293 3.144 -0.327 0.741 -1.875 0.27
H -0.735 1.893 1.570 -0.457 -0.172 -0.454 0.06
H -3.682 2.074 2.160 0.991 0.083 0.224 0.23
H -2.069 1.141 -0.115 -0.415 0.762 0.087 -0.73
H -3.839 1.856 -0.234 1.687 -0.701 0.169 0.19
H -2.159 4.446 0.984 -0.175 -0.797 -0.067 0.40
H -1.503 4.637 2.537 0.890 -0.176 -0.486 0.41
H 0.605 4.891 1.347 0.267 -1.049 0.016 0.31
H 0.434 3.099 0.753 -0.222 1.484 0.426 0.18
H 0.507 4.425 -1.150 2.147 0.157 -1.014 0.43
H -0.397 5.705 -0.444 -0.753 2.355 -0.374 0.42
H -2.345 4.488 -1.073 0.010 -1.474 -0.167 0.32
H -1.256 3.744 -2.261 -0.039 -0.054 -0.762 0.48
H -1.471 2.861 -0.835 -0.467 -1.779 1.041 -0.22
H 1.317 -1.239 -0.697 1.162 -0.405 -1.235 0.27
H 0.410 -2.819 0.411 -3.299 -3.374 -1.079 0.07
O 1.045 -2.242 0.646 3.732 3.543 1.045 -0.76
H 1.427 -1.893 -4.596 1.912 -1.126 1.646 0.30
H 0.113 -1.368 -4.685 -2.525 0.777 1.853 0.28
O 0.837 -1.544 -5.207 0.777 0.392 -3.356 -0.62
H 2.184 -1.207 -2.031 2.809 -1.423 -0.898 0.21
H -0.592 -4.422 -2.227 -0.165 -1.062 0.469 0.25
O 1.441 -0.879 -1.626 -3.021 1.696 1.635 -0.56
H -0.139 -1.337 -0.094 -0.425 -1.128 0.143 0.17
H -1.130 -0.408 -0.453 -0.613 0.547 -0.751 0.17
O -1.014 -1.353 -0.557 -0.219 0.654 0.359 -0.42
H 2.393 -0.788 1.714 -0.220 -0.436 -0.197 0.26
H 2.786 -2.292 1.978 -0.328 0.619 0.458 0.41
O 3.099 -1.373 1.998 0.716 0.533 0.897 -0.73
H 0.767 -0.402 4.635 -1.585 2.241 -1.156 0.29
H 2.126 -0.978 4.750 -2.999 -1.059 0.960 0.35
O 1.126 -1.143 5.043 4.544 -1.209 0.103 -0.63
H -0.446 -2.956 -1.874 0.360 0.500 0.635 0.54
H -1.585 -1.760 -4.394 0.762 -0.849 -3.064 0.24
O -0.451 -3.573 -2.606 0.109 0.622 -0.771 -0.67
H -2.782 -0.576 0.447 -3.690 1.416 1.156 0.49
H -1.619 -2.244 -3.015 -0.366 0.398 -0.295 0.39
O -1.928 -1.511 -3.588 -1.076 0.149 3.032 -0.73
H -1.637 0.280 -2.923 1.746 2.569 -2.332 0.42
H -0.585 0.670 -4.153 -1.910 1.170 2.389 0.28
O -1.207 1.112 -3.445 0.321 -3.252 -0.148 -0.61
H 3.848 -2.280 0.598 0.294 0.295 -0.332 0.54
H 5.165 -2.016 1.224 -0.252 -0.424 -0.945 0.27
O 4.787 -2.449 0.426 0.683 0.185 0.648 -0.75
H 3.158 -4.052 -0.532 -2.988 0.523 4.763 0.28
H 4.240 -3.561 -1.249 1.372 0.815 -0.214 0.36
O 3.562 -4.207 -1.301 1.516 -1.542 -4.704 -0.62
H 0.874 -3.340 3.398 -1.399 0.949 2.051 0.28
H 1.355 -2.910 1.952 -0.907 -1.370 0.643 0.19
O 1.405 -3.624 2.706 1.900 -0.399 -2.446 -0.75
H -0.509 -1.416 3.325 -0.052 0.788 -1.909 0.22
H 0.256 -1.259 1.919 -1.539 -0.121 0.596 0.31
O -0.581 -0.976 2.422 1.244 -0.633 1.398 -0.68



13
Properties=species:S:1:pos:R:3:forces:R:3:mulliken_charge:R:1 method="wB97M-V/def2-TZVPD" smiles="S=C[C@H]1CCN1" de_lowest_kcal_mol=46.8 e_lumo_ev=-0.4 gap_ev=8.598 total_charge=0 e_homo_ev=-8.9518
C -1.314 0.043 1.197 -0.423 0.992 0.800 -0.43
C -0.550 -0.598 0.115 0.280 -0.562 -0.619 0.16
C -0.175 0.371 -1.066 0.903 -0.215 -1.260 -0.54
C 1.289 0.192 -0.572 0.054 1.032 0.410 -0.37
H -2.392 0.049 1.059 -0.098 -0.164 -0.153 0.33
H -1.023 -1.515 -0.275 -0.403 0.431 0.404 0.28
H -0.231 -0.194 -2.053 -0.539 1.108 1.129 0.26
H -0.527 1.437 -1.109 -0.043 -1.333 0.055 0.28
H 1.747 1.105 -0.138 -0.405 -0.463 0.121 0.23
H 1.980 -0.163 -1.310 0.366 -0.241 -0.544 0.25
H 1.096 -0.737 1.307 0.554 0.287 1.106 0.27
N 0.867 -0.862 0.354 -0.288 -0.178 -0.711 -0.51
S -0.766 0.872 2.492 0.041 -0.695 -0.737 -0.22



9
Properties=species:S:1:pos:R:3:forces:R:3:mulliken_charge:R:1 method="wB97M-V/def2-TZVPD" de_lowest_kcal_mol=111.2 e_lumo_ev="0.3 / 0.4" gap_ev="8.436 / 9.821" total_charge=0 e_homo_ev="-8.1775 / -9.3761"
C -1.831 0.552 0.170 1.997 -0.972 -0.602 0.04
C 1.112 -0.532 0.099 -0.080 -0.913 -0.020 -0.58
N 0.839 0.842 0.018 -0.610 1.320 0.210 -0.49
O -1.922 -0.582 -0.114 -0.665 0.511 0.254 -0.29
H -2.552 1.317 0.420 -0.836 0.371 0.222 0.27
H 2.057 -0.781 -0.411 -0.092 -0.011 0.043 0.31
H 1.186 -0.815 1.152 0.064 -0.173 -0.132 0.25
H 0.323 -1.146 -0.379 0.263 0.053 0.119 0.24
H 0.788 1.145 -0.955 -0.042 -0.186 -0.094 0.24



116
Properties=species:S:1:pos:R:3:forces:R:3:mulliken_charge:R:1 method="wB97M-V/def2-TZVPD" e_lumo_ev="-7.1 / -7.0" gap_ev="5.766 / 5.903" total_charge=+2 e_homo_ev="-12.8913 / -12.8771"
Ir 0.531 -0.257 -0.218 0.599 0.178 -0.413 1.71
C 5.005 -1.469 -0.443 -0.083 -0.145 -0.122 -1.48
C 4.315 -1.198 -1.774 -0.321 0.625 0.603 0.38
C 4.605 0.215 -2.266 -0.043 -0.031 -0.194 -1.96
P 2.454 -1.433 -1.674 -0.917 -0.253 -0.181 0.85
C 2.206 -3.276 -1.378 -0.217 0.422 0.309 0.79
C 0.747 -3.612 -1.673 0.050 0.190 0.049 -1.57
C 3.120 -4.215 -2.158 0.095 0.193 0.053 -1.67
C 1.987 -1.210 -3.431 -0.239 0.189 0.260 -0.18
C 2.762 -1.796 -4.431 0.169 -0.065 0.009 -0.50
C 2.449 -1.626 -5.766 0.062 -0.021 0.091 -1.06
C 1.369 -0.837 -6.118 -0.013 0.068 -0.006 -1.03
C 0.594 -0.256 -5.130 -0.142 0.061 -0.179 -0.28
C 0.871 -0.442 -3.779 -0.456 -0.188 0.913 0.77
Si -0.230 0.376 -2.423 1.277 1.674 -0.021 -0.03
C 0.456 2.194 -2.469 -0.246 -0.719 0.132 0.52
C 0.397 2.853 -3.692 0.031 0.132 -0.079 -0.23
C 0.948 4.110 -3.867 -0.044 0.047 -0.065 -1.20
C 1.534 4.758 -2.794 -0.020 0.094 0.018 -0.93
C 1.567 4.137 -1.560 -0.088 -0.048 0.001 -0.15
C 1.063 2.848 -1.391 0.032 -0.005 0.038 -0.42
P 1.075 2.130 0.295 0.857 -0.230 -2.257 0.67
C 0.204 3.549 1.211 -0.750 -0.572 0.309 1.03
C 1.045 4.620 1.905 0.312 -0.201 -0.198 -1.80
C -0.805 3.022 2.224 -0.038 0.057 -0.043 -1.65
C 2.864 1.991 0.867 -0.422 -0.351 -0.006 3.34
C 2.867 1.788 2.383 -0.054 -0.079 -0.120 -1.77
C 3.868 3.048 0.431 -0.150 -0.050 -0.191 -1.71
C -2.045 0.373 -3.031 0.676 -0.349 0.782 0.92
C -2.482 -0.396 -4.101 0.068 -0.210 -0.154 -1.09
C -3.815 -0.410 -4.470 -0.036 -0.019 -0.126 -0.99
C -4.746 0.320 -3.753 -0.062 0.072 0.035 -1.01
C -4.341 1.051 -2.649 0.090 0.023 -0.303 -0.68
C -2.996 1.078 -2.293 -0.224 0.458 0.441 -0.64
P -2.480 1.800 -0.703 -0.037 -0.508 0.369 1.30
C -3.173 3.560 -0.643 0.257 -0.446 0.016 0.61
C -2.454 4.322 -1.756 0.135 0.017 0.126 -1.49
C -4.671 3.832 -0.761 0.053 -0.067 0.135 -1.75
C -3.318 0.619 0.536 0.009 0.354 -0.109 2.30
C -3.624 -0.722 -0.124 0.122 0.075 0.191 -1.72
C -4.564 1.139 1.240 0.168 -0.099 0.054 -2.10
H 6.085 -1.446 -0.580 0.061 -0.002 -0.008 0.55
H 4.740 -2.446 -0.044 0.042 -0.107 0.103 0.33
H 4.751 -0.706 0.286 -0.058 0.116 0.194 0.07
H 4.694 -1.907 -2.515 -0.376 -0.074 0.071 0.80
H 4.121 0.952 -1.629 -0.018 0.184 0.079 0.39
H 4.255 0.363 -3.285 -0.061 0.069 -0.042 0.28
H 5.675 0.402 -2.256 0.125 0.008 0.048 0.56
H 2.390 -3.422 -0.307 -0.007 0.091 -0.019 0.23
H 0.555 -3.536 -2.741 -0.060 -0.027 -0.102 0.34
H 0.066 -2.928 -1.158 -0.122 -0.077 0.009 0.06
H 0.531 -4.629 -1.352 -0.090 -0.036 0.024 0.58
H 2.888 -4.189 -3.219 0.028 -0.015 -0.094 0.36
H 2.952 -5.236 -1.818 -0.034 -0.032 0.056 0.50
H 4.174 -3.991 -2.011 0.107 -0.044 -0.033 0.38
H 3.621 -2.399 -4.187 0.128 -0.026 0.031 0.42
H 3.055 -2.097 -6.524 0.060 -0.044 -0.077 0.51
H 1.135 -0.676 -7.159 -0.056 0.036 -0.107 0.48
H -0.243 0.356 -5.431 -0.060 0.011 -0.022 0.48
H -0.100 2.385 -4.529 -0.015 -0.052 -0.111 0.39
H 0.907 4.591 -4.832 -0.033 0.059 -0.105 0.48
H 1.939 5.751 -2.905 0.066 0.102 -0.044 0.47
H 1.975 4.672 -0.720 0.137 0.116 0.088 0.24
H -0.345 4.028 0.390 0.146 -0.249 -0.018 0.10
H 1.365 4.290 2.890 0.076 -0.012 0.043 0.40
H 0.420 5.500 2.052 -0.099 -0.021 -0.038 0.47
H 1.913 4.936 1.338 0.103 0.088 -0.002 0.37
H -0.302 2.555 3.066 -0.020 -0.021 0.052 0.55
H -1.479 2.295 1.779 -0.082 -0.074 0.073 0.18
H -1.393 3.856 2.605 -0.094 0.067 0.050 0.48
H 3.161 1.040 0.396 -0.121 0.147 0.052 -2.02
H 2.773 2.738 2.899 -0.030 0.059 0.086 0.37
H 3.804 1.336 2.700 0.070 -0.068 0.058 0.44
H 2.038 1.147 2.689 -0.012 -0.057 0.211 0.35
H 3.732 3.983 0.964 -0.024 0.145 0.046 0.38
H 3.813 3.237 -0.638 0.084 0.042 -0.049 0.48
H 4.873 2.697 0.656 0.090 -0.079 0.061 0.44
H -1.779 -1.009 -4.643 0.034 -0.098 -0.117 0.66
H -4.135 -1.002 -5.313 -0.015 -0.097 -0.114 0.48
H -5.789 0.299 -4.028 -0.098 -0.032 -0.054 0.47
H -5.083 1.558 -2.053 -0.029 0.074 0.067 0.51
H -2.836 3.934 0.332 0.044 -0.052 -0.039 0.27
H -2.768 3.955 -2.732 -0.020 -0.027 -0.088 0.32
H -1.373 4.226 -1.693 0.174 0.018 -0.034 0.18
H -2.709 5.377 -1.695 -0.027 0.115 -0.028 0.53
H -5.029 3.664 -1.772 -0.032 -0.060 -0.106 0.40
H -4.821 4.890 -0.548 -0.066 0.083 0.009 0.52
H -5.276 3.268 -0.061 -0.080 -0.029 0.011 0.33
H -2.539 0.456 1.294 -0.075 0.042 -0.082 -0.77
H -4.481 -0.648 -0.789 0.011 -0.038 -0.037 0.38
H -3.870 -1.446 0.650 -0.011 -0.137 0.086 0.63
H -2.776 -1.085 -0.703 0.048 -0.176 -0.085 0.17
H -5.398 1.201 0.546 -0.104 0.096 -0.002 0.42
H -4.400 2.106 1.710 -0.066 0.110 0.015 0.39
H -4.844 0.433 2.021 -0.077 -0.033 0.075 0.51
C 2.534 -1.891 2.259 0.036 -0.102 -0.011 -1.26
C 1.136 -2.353 2.111 0.242 -0.035 0.099 -0.25
N 0.220 -1.847 1.301 0.444 -0.200 -0.420 0.64
C -0.908 -2.611 1.464 -0.273 -0.363 0.281 -0.49
C -0.667 -3.580 2.386 -0.519 0.159 -0.320 -1.17
N 0.626 -3.401 2.783 0.282 0.215 -0.044 0.17
H 3.206 -2.548 1.709 0.121 -0.003 -0.071 0.38
H 2.848 -1.911 3.300 0.014 0.093 0.057 0.57
H 2.628 -0.882 1.867 0.082 0.040 0.010 -0.15
H -1.805 -2.422 0.914 -0.214 0.051 -0.095 0.40
H -1.293 -4.354 2.777 -0.102 -0.144 0.069 0.51
H 1.127 -3.977 3.443 -0.016 0.099 0.000 0.22
C 0.648 -0.645 5.182 -0.435 0.075 -0.219 -1.21
S -0.470 0.017 3.922 0.063 0.023 0.171 0.44
C -2.044 -0.156 4.798 0.403 -0.101 -0.100 -1.14
H 0.552 -0.071 6.098 0.064 0.006 0.108 0.47
H 1.657 -0.549 4.800 0.180 -0.009 0.022 0.18
H 0.405 -1.688 5.363 0.112 -0.130 0.134 0.31
H -2.320 -1.207 4.835 -0.151 -0.003 0.071 0.34
H -2.787 0.412 4.247 -0.117 0.022 0.005 0.25
H -1.936 0.245 5.802 -0.137 0.055 0.046 0.43



19
Properties=species:S:1:pos:R:3:forces:R:3:mulliken_charge:R:1 method="wB97M-V/def2-TZVPD" de_lowest_kcal_mol=17.4 spin_multiplicity=2 e_lumo_ev="4.2 / 4.2" gap_ev="2.657 / 11.205" total_charge=-1 e_homo_ev="1.5077 / -7.0089"
C 0.792 -2.644 0.602 -1.934 -0.471 1.036 -1.84
C 1.301 -2.388 2.035 1.538 1.522 -1.183 -1.95
H 0.954 -3.664 0.264 0.219 -0.287 0.167 0.64
H -0.339 -2.535 0.677 1.091 -0.139 -0.233 0.63
H 1.066 -2.028 -0.226 0.602 0.876 -0.114 0.32
H 2.399 -2.321 2.210 -0.490 -0.103 -0.613 0.71
H 0.982 -3.146 2.666 -0.816 -1.693 1.188 0.42
H 0.910 -1.469 2.465 -0.205 0.265 -0.221 0.60
C -0.529 1.564 -0.390 0.475 1.789 2.526 -0.75
C 0.137 1.181 -1.668 0.251 -1.325 -0.992 -1.70
C -1.738 2.473 -0.644 -0.395 -1.445 -0.812 -2.20
H -0.791 0.839 0.424 -0.001 -0.413 -1.484 0.52
H 0.264 2.088 0.246 -1.005 0.099 -0.825 0.48
H -0.081 0.122 -1.947 0.114 0.690 -0.002 0.30
H -2.331 2.534 0.272 -0.049 0.700 -0.154 0.87
H -1.484 3.384 -1.181 0.180 0.534 0.672 0.50
H 1.220 1.266 -1.537 0.039 -0.136 -0.341 0.75
H -0.179 1.829 -2.522 0.243 -0.425 0.678 0.35
H -2.370 1.980 -1.424 0.143 -0.036 0.706 0.35



Calculated total energy (eV)
-15894.066, -37024.058, -16584.903, -5688.406, -97011.907, -5409.756